ORCA calculation (wB97M-V/def2-TZVPD) on C14H36AsF6O2PS3Si3Tb as an isolated structure in a non-equilibrium geometry.

Multiplicity ... 8
E_LUMO (alpha / beta) ... 0.0 / -3.2 eV
HOMO level (alpha / beta) ... -6.7 / -6.6 eV

Element x y z (Å)
H1 -1.921 -4.068 0.245
H2 3.532 2.887 0.164
C1 -0.218 -2.082 3.215
Si1 -0.290 -1.854 -1.625
H3 2.515 3.945 1.175
S1 0.490 2.434 2.604
C2 0.487 -3.490 -2.165
H4 0.731 5.806 -1.163
H5 2.328 -3.866 0.088
H6 -0.718 4.771 -1.550
F1 -3.592 0.935 0.166
C3 0.130 4.932 -0.881
C4 2.622 -0.248 1.796
H7 3.731 -3.195 0.878
C5 0.209 -1.252 0.104
H8 2.359 0.771 1.628
P1 -3.565 2.374 -0.714
H9 -0.287 -4.574 0.726
S2 -0.874 3.692 4.809
H10 -3.580 -2.549 2.241
H11 -0.253 -1.091 3.616
F2 -4.801 3.000 0.079
H12 0.215 -4.337 -1.531
S3 -2.195 1.434 3.385
H13 2.807 -1.424 -2.018
F3 -4.469 1.758 -1.879
C6 2.876 3.766 0.144
C7 1.824 3.186 -2.788
H14 1.096 -0.968 -3.540
F4 -3.316 3.716 -1.511
H15 -0.160 5.097 0.150
C8 -2.162 -2.056 -1.923
Tb1 -1.107 0.976 0.769
H16 4.024 -0.813 -0.917
F5 -2.461 2.883 0.520
H17 2.270 -3.468 1.769
H18 -2.638 -1.073 -1.913
C9 2.962 -0.798 -1.131
H19 2.018 2.118 -2.919
H20 -1.537 -4.438 1.917
As1 1.348 3.442 -0.943
C10 -3.355 -1.477 2.145
F6 -2.166 1.700 -1.438
H21 2.707 3.784 -3.028
H22 -3.229 -1.070 3.159
O1 0.481 2.012 -0.447
H23 2.682 0.235 -1.386
C11 -0.885 2.502 3.662
H24 0.815 -2.411 3.443
C12 2.652 -3.131 0.813
H25 1.588 -3.421 -2.189
H26 0.981 3.526 -3.369
H27 -0.881 -2.732 3.795
H28 0.120 -3.687 -3.172
H29 0.362 0.317 -2.566
H30 -2.699 -2.667 -1.171
H31 3.716 -0.307 1.947
H32 -4.204 -0.972 1.692
C13 -1.149 -3.987 1.009
H33 -2.283 -2.471 -2.906
Si2 -0.736 -2.194 1.407
O2 -2.175 -1.245 1.349
Si3 2.047 -1.377 0.390
H34 2.133 -0.551 2.729
H35 -0.588 -0.607 -3.725
C14 0.201 -0.664 -3.002
H36 3.439 4.617 -0.221

***

ORCA calculation (wB97M-V/def2-TZVPD) on C20H15Cl2NNaSTe as an isolated structure in a non-equilibrium geometry.

Charge ... -1
Multiplicity ... 1
Relative energy (zero: lowest compared OMol25 entry of this formula, charge and spin) ... 3.0 kcal per mole
E_LUMO ... 2.0 eV
HOMO level ... -3.2 eV

Element x y z (Å)
C1 -1.762 -2.618 0.004
C2 5.263 0.457 0.147
C3 2.099 -4.319 -0.062
H1 8.071 2.200 -0.690
C4 6.080 1.507 -0.280
H2 -0.227 4.476 0.854
C5 -4.218 -2.293 0.010
C6 7.275 -0.893 0.418
H3 -5.938 1.139 -0.016
C7 -5.608 -2.238 0.013
H4 3.096 -4.748 -0.085
H5 -3.471 1.013 -0.021
H6 -0.227 4.393 -0.934
C8 -5.448 0.172 -0.009
C9 -0.140 3.830 -0.011
C10 0.986 -5.166 -0.013
C11 -4.066 0.108 -0.012
H7 5.623 2.449 -0.558
H8 1.102 -6.243 0.004
C12 5.891 -0.749 0.494
H9 -7.301 -0.927 0.004
H10 9.150 0.056 -0.063
C13 1.937 -2.941 -0.083
H11 7.731 -1.838 0.693
N1 -2.057 -1.349 -0.003
H12 5.285 -1.581 0.830
C14 -6.220 -0.995 0.003
H13 2.831 -2.319 -0.123
Na1 0.008 0.047 -0.046
C15 0.688 -2.300 -0.057
H14 -6.198 -3.146 0.022
C16 -0.397 -3.194 -0.012
Cl1 -1.522 2.685 0.026
Cl2 1.336 2.949 0.057
C17 8.072 0.165 -0.007
H15 -1.142 -5.242 0.047
S1 -3.179 -3.671 0.019
Te1 3.160 0.674 0.281
C18 -3.436 -1.137 -0.002
C19 -0.269 -4.595 0.011
C20 7.464 1.364 -0.355

***

ORCA calculation (wB97M-V/def2-TZVPD) on one molecule with the formula C3H5NO2 in a non-equilibrium geometry.

Multiplicity ... 1
Relative energy (zero: lowest compared OMol25 entry of this formula, charge and spin) ... 47.7 kcal per mole
E_LUMO ... 0.9 eV
HOMO level ... -10.1 eV
SMILES string ... C/N=C\OC=O

Element x y z (Å)
C1 0.090 0.475 2.182
C2 -0.604 -0.128 -1.905
O1 0.853 -0.345 2.615
H1 -1.283 0.525 -1.351
H2 1.524 -0.647 0.649
H3 -0.253 0.986 3.088
O2 -0.166 0.597 0.834
N1 0.521 -0.595 -1.126
H4 -1.154 -0.999 -2.277
C3 0.687 -0.275 0.070
H5 -0.217 0.406 -2.778

***

ORCA calculation (wB97M-V/def2-TZVPD) on C29H40AlBN12O6S2 as an isolated structure.

Charge ... +1
Multiplicity ... 2
Relative energy (zero: lowest compared OMol25 entry of this formula, charge and spin) ... 0.0 kcal per mole
E_LUMO (alpha / beta) ... -2.5 / -4.9 eV
HOMO level (alpha / beta) ... -11.1 / -11.4 eV

Element x y z (Å)
O1 -2.833 3.369 -0.585
H1 0.274 -4.701 -0.275
N1 -0.554 -1.616 -0.594
N2 -2.979 1.548 1.646
C1 0.249 3.294 1.932
C2 -0.166 -3.778 -0.619
H2 -0.493 1.826 -5.640
H3 -4.718 1.841 2.725
N3 -1.137 2.889 2.150
H4 0.564 0.935 5.502
H5 3.889 2.392 -0.480
C3 0.775 0.378 -2.811
C4 -0.321 1.595 -4.597
N4 1.584 -3.465 1.861
H6 -1.337 4.268 3.680
C5 2.555 -0.456 -7.260
H7 2.680 -2.182 -6.425
H8 -2.560 -0.427 -1.841
N5 1.627 0.251 -6.388
H9 -1.776 1.917 -1.632
C6 3.117 1.763 -0.919
H10 2.950 -6.385 2.277
H11 -4.486 0.207 1.175
H12 -2.927 -0.192 0.468
N6 0.299 -1.185 1.897
N7 0.046 0.907 -1.870
H13 -0.199 2.101 4.431
H14 -1.752 -0.982 -3.312
C7 1.321 -5.134 3.182
N8 0.848 -3.933 2.903
C8 2.491 -4.399 1.464
S1 -0.138 3.577 -1.590
O2 -2.549 4.974 -2.385
Al1 0.126 0.103 -0.061
C9 -1.313 -2.145 -1.572
B1 1.127 -2.247 1.130
H15 -3.122 -1.877 -2.669
H16 0.847 2.453 1.597
C10 0.691 0.715 -4.184
C11 -3.598 0.629 0.708
H17 2.398 -0.096 -8.273
O3 -0.999 1.215 0.632
O4 -1.640 5.458 -0.143
H18 -1.898 2.874 -3.913
H19 -2.903 2.474 4.230
C12 -1.085 -3.518 -1.622
C13 2.367 -5.480 2.293
C14 -3.903 2.448 2.333
H20 3.147 -4.235 0.624
H21 0.649 3.631 2.888
S2 -2.068 4.492 -1.124
C15 -1.958 3.856 2.883
N9 0.928 -0.110 2.504
H22 -4.314 3.149 1.600
O5 2.338 -1.837 -7.259
H23 -3.895 1.156 -0.203
C16 0.758 -5.939 4.304
H24 -1.706 -0.676 4.410
C17 1.690 0.035 -5.060
H25 0.288 4.113 1.217
C18 0.541 1.301 4.476
H26 -1.560 -4.230 -2.273
H27 3.357 1.631 -1.977
C19 -2.237 -1.310 -2.391
C20 -0.951 -0.670 3.642
H28 -1.406 -2.392 2.310
C21 0.180 0.196 3.543
H29 1.490 -0.392 -2.541
H30 3.570 -0.214 -6.941
C22 -1.112 2.177 -3.651
C23 3.093 0.446 -0.228
H31 1.520 1.707 4.230
H32 -2.209 4.675 2.203
C24 -0.854 1.999 -2.211
C25 4.155 -0.240 0.350
H33 5.181 0.079 0.402
H34 2.169 2.297 -0.849
N10 2.314 -1.442 0.561
O6 2.544 -0.691 -4.560
H35 0.149 -6.764 3.930
H36 1.552 -6.367 4.914
C26 -1.699 1.893 1.479
H37 4.068 -2.205 1.418
H38 0.134 -5.311 4.937
H39 -3.848 3.921 3.888
C27 3.613 -1.406 0.857
N11 0.126 -2.633 -0.006
N12 1.980 -0.302 -0.101
H40 0.861 0.760 -6.791
C28 -3.186 3.179 3.444
C29 -0.826 -1.530 2.596

***

ORCA calculation (wB97M-V/def2-TZVPD) on C40H39N9O4SSeSr as an isolated structure in a non-equilibrium geometry.

Charge ... -2
Multiplicity ... 1
E_LUMO ... 3.8 eV
HOMO level ... -0.5 eV

Element x y z (Å)
C1 2.731 -6.405 0.443
C2 -1.466 5.726 -2.596
H1 0.479 -0.064 -3.509
H2 4.312 4.415 -3.183
H3 -1.382 6.564 -1.899
C3 2.803 -1.563 5.895
H4 -6.637 3.207 -1.968
C4 -2.708 -0.687 -0.778
H5 -0.587 5.089 -2.488
H6 1.459 -7.921 1.244
H7 -3.576 -0.698 -1.453
C5 1.147 -1.090 4.153
H8 -7.678 4.991 -3.352
O1 1.869 -1.865 -0.504
O2 2.950 0.439 1.034
Se1 -1.100 3.192 -0.561
H9 -3.891 6.916 -3.900
H10 -2.427 -4.823 -0.151
C6 3.448 4.488 -2.515
C7 -2.540 3.806 -1.494
C8 -6.041 4.003 -2.387
C9 -0.111 -2.595 -2.666
H11 -0.562 -5.486 -2.981
C10 0.804 -0.186 6.373
C11 0.019 2.282 2.622
H12 -6.334 6.786 -4.311
N1 -0.037 1.563 1.701
H13 3.151 -1.432 6.912
H14 -0.184 -6.309 2.156
N2 -0.989 4.283 5.319
H15 3.509 5.416 -1.936
N3 2.116 1.570 -0.717
H16 -4.014 2.435 -0.954
Sr1 0.860 -0.213 0.501
C12 3.514 -2.310 4.987
C13 -0.366 0.363 5.921
H17 1.139 -0.040 7.395
H18 -0.995 0.963 6.564
H19 1.055 -3.806 -3.991
N4 -0.023 -0.580 3.750
H20 3.449 -7.113 0.053
C14 -1.655 -3.041 -1.071
C15 -4.673 4.072 -2.168
C16 -4.476 6.110 -3.487
C17 -0.696 -3.620 -1.906
O3 3.856 -2.309 0.820
H21 3.696 -3.023 2.976
S1 2.413 -2.373 0.722
N5 -2.610 4.924 -2.289
H22 5.313 3.650 -0.944
H23 0.727 -5.229 -1.802
H24 -2.372 -3.421 0.922
H25 -3.612 -3.534 -0.331
H26 -0.882 -5.663 -1.253
H27 -1.539 6.100 -3.616
C18 -0.479 -0.062 -2.994
C19 0.900 -4.595 1.462
C20 0.985 -2.767 -3.673
H28 -1.267 0.099 -3.741
H29 4.428 -2.801 5.304
H30 -1.672 0.511 4.202
H31 3.790 -4.659 -0.258
H32 0.813 -2.157 -4.563
C21 -0.493 3.677 4.464
C22 1.610 -6.857 1.119
C23 0.688 -5.954 1.623
C24 4.366 2.002 0.019
H33 -2.323 0.334 -0.714
H34 5.184 1.748 0.670
C25 2.019 -4.148 0.785
N6 -3.812 3.284 -1.454
H35 1.951 -2.482 -3.250
O4 1.350 2.811 -2.463
H36 -0.472 0.782 -2.300
C26 3.099 -2.448 3.670
N7 0.193 3.081 3.569
C27 1.955 -1.804 3.196
N8 3.386 3.341 -1.646
C28 3.108 1.276 0.144
C29 -1.648 -1.635 -1.288
C30 -5.852 6.028 -3.710
C31 -2.561 -3.743 -0.106
C32 4.430 3.028 -0.844
C33 2.930 -5.047 0.268
C34 -0.743 0.115 4.591
H37 0.205 -3.874 1.860
C35 -6.612 5.009 -3.169
C36 2.199 2.536 -1.632
C37 -0.338 -5.074 -1.991
H38 2.525 4.488 -3.096
N9 1.552 -1.810 1.924
H39 -3.052 -0.987 0.213
C38 -3.899 5.121 -2.704
C39 -0.699 -1.368 -2.288
C40 1.604 -0.950 5.496

***

| no. | electronic energy (eV) |
| --- | --- |
| 1 | -184214.169 |
| 2 | -70064.327 |
| 3 | -8775.625 |
| 4 | -89835.134 |
| 5 | -140734.571 |